This record from the Open Molecules 2025 dataset describes a 2-piece molecular cluster, C5H14 overall at a distorted geometry. The level of theory is wB97M-V/def2-TZVPD.

Each line ends with the Mulliken charge.
CARTESIAN COORDINATES (ANGSTROEM)
C  1.367  -0.853  1.502  -0.792
C  2.128  -0.207  0.228  -0.199
C  1.571  -0.416  -1.177  -1.261
H  0.322  -1.155  1.011  0.104
H  1.916  -1.460  2.134  0.386
H  1.112  -0.051  2.180  0.238
H  3.142  -0.560  0.280  0.338
H  2.033  0.991  0.311  0.188
H  2.128  -1.024  -1.836  0.364
H  1.577  0.573  -1.622  0.291
H  0.656  -0.699  -1.281  0.409
C  -1.878  0.353  0.343  -0.451
C  -2.616  0.942  -0.868  -0.866
H  -1.054  -0.330  0.131  -0.310
H  -1.412  1.049  1.039  0.330
H  -2.424  -0.313  0.938  0.420
H  -3.744  0.805  -0.705  0.248
H  -2.463  0.265  -1.702  0.328
H  -2.360  2.089  -0.905  0.236

Output
SMILES string: CCC.CC
Relative energy (zero: lowest compared OMol25 entry of this formula, charge and spin): 2.231 eV
2S+1: 1
LUMO level: 1.0952 eV
Calculated total energy: -198.807183 hartree


This record from the Open Molecules 2025 dataset describes a 2-piece molecular cluster, C5H14 overall at a distorted geometry. The level of theory is wB97M-V/def2-TZVPD.

Each line ends with the Mulliken charge.
CARTESIAN COORDINATES (ANGSTROEM)
C  -1.657  0.185  -0.629  -0.929
C  -1.292  0.529  -2.181  -0.440
C  0.176  1.153  -2.027  -0.820
H  -2.713  0.200  -0.434  0.419
H  -1.181  0.930  -0.059  0.266
H  -1.016  -0.778  -0.343  0.137
H  -1.519  -0.235  -3.030  0.298
H  -1.976  1.272  -2.273  0.285
H  0.844  0.369  -1.642  0.190
H  0.558  1.275  -3.112  0.280
H  0.004  2.126  -1.407  0.306
C  1.783  -1.093  1.639  -0.907
C  0.655  -0.745  2.641  -0.710
H  2.615  -1.586  2.008  0.393
H  1.347  -1.548  0.841  0.263
H  2.273  -0.163  1.340  0.251
H  0.186  -1.674  2.889  0.262
H  0.960  -0.087  3.615  0.267
H  -0.048  -0.131  2.163  0.189

Output
SMILES string: CCC.CC
Relative energy (zero: lowest compared OMol25 entry of this formula, charge and spin): 1.982 eV
2S+1: 1
LUMO level: 1.1147 eV
Calculated total energy: -198.816334 hartree


This record from the Open Molecules 2025 dataset describes a 2-piece molecular cluster, C5H14 overall at a distorted geometry. The level of theory is wB97M-V/def2-TZVPD.

Each line ends with the Mulliken charge.
CARTESIAN COORDINATES (ANGSTROEM)
C  -1.118  1.994  -1.214  -1.109
C  -1.886  1.267  -0.124  -0.182
C  -1.989  -0.222  -0.400  -0.985
H  -0.064  1.676  -1.217  0.240
H  -1.130  3.079  -1.202  0.337
H  -1.371  1.576  -2.198  0.310
H  -1.416  1.502  0.837  0.261
H  -2.894  1.679  -0.032  0.304
H  -2.678  -0.481  -1.201  0.364
H  -0.998  -0.644  -0.511  0.154
H  -2.478  -0.716  0.451  0.313
C  1.610  -1.033  0.591  -0.803
C  2.908  -1.614  1.178  -1.038
H  1.631  -1.151  -0.495  0.322
H  0.792  -1.690  0.890  0.304
H  1.451  0.034  0.711  0.304
H  2.980  -2.627  0.802  0.291
H  2.890  -1.618  2.267  0.303
H  3.761  -1.012  0.866  0.310

Output
SMILES string: CCC.CC
Relative energy (zero: lowest compared OMol25 entry of this formula, charge and spin): 0.316 eV
2S+1: 1
LUMO level: 1.1146 eV
Calculated total energy: -198.877546 hartree


This record from the Open Molecules 2025 dataset describes a 2-piece molecular cluster, C5H14 overall at a distorted geometry. The level of theory is wB97M-V/def2-TZVPD.

Each line ends with the Mulliken charge.
CARTESIAN COORDINATES (ANGSTROEM)
C  1.374  0.772  1.818  -1.050
C  -0.140  1.133  1.649  0.150
C  -0.986  0.121  2.423  -1.317
H  1.860  0.691  0.847  0.289
H  1.354  -0.233  2.233  0.314
H  1.926  1.474  2.431  0.306
H  -0.359  2.155  1.958  0.334
H  -0.435  1.039  0.605  -0.037
H  -0.946  -0.841  1.902  0.308
H  -0.623  -0.086  3.435  0.359
H  -2.052  0.326  2.546  0.351
C  -0.255  -0.654  -2.030  -0.684
C  0.034  -1.008  -3.499  -0.887
H  -0.810  0.287  -1.957  0.266
H  -0.832  -1.351  -1.423  0.336
H  0.649  -0.471  -1.440  0.156
H  -0.550  -0.364  -4.139  0.259
H  1.091  -0.952  -3.732  0.295
H  -0.299  -2.039  -3.627  0.253

Output
SMILES string: CCC.CC
Relative energy (zero: lowest compared OMol25 entry of this formula, charge and spin): 0.430 eV
2S+1: 1
LUMO level: 1.1091 eV
Calculated total energy: -198.873349 hartree


This record from the Open Molecules 2025 dataset describes a 2-piece molecular cluster, C5H14 overall at a distorted geometry. The level of theory is wB97M-V/def2-TZVPD.

Each line ends with the Mulliken charge.
CARTESIAN COORDINATES (ANGSTROEM)
C  -2.431  -0.549  1.212  -1.227
C  -1.341  -0.717  0.160  0.301
C  -2.004  -0.950  -1.202  -1.209
H  -3.258  -1.249  0.994  0.296
H  -2.922  0.417  1.048  0.308
H  -2.304  -0.727  2.272  0.357
H  -0.619  0.095  0.214  -0.076
H  -0.748  -1.608  0.386  0.262
H  -2.306  -2.000  -1.244  0.311
H  -2.892  -0.363  -1.429  0.333
H  -1.285  -0.827  -2.016  0.336
C  2.003  1.095  -0.101  -0.652
C  3.511  1.032  0.017  -1.002
H  1.598  0.604  -0.985  0.264
H  1.561  0.612  0.771  0.224
H  1.658  2.128  -0.181  0.281
H  3.919  1.636  0.825  0.285
H  4.000  1.365  -0.902  0.302
H  3.860  0.007  0.160  0.306

Output
SMILES string: CCC.CC
Relative energy (zero: lowest compared OMol25 entry of this formula, charge and spin): 0.310 eV
2S+1: 1
LUMO level: 1.0766 eV
Calculated total energy: -198.877770 hartree


This record from the Open Molecules 2025 dataset describes a 2-piece molecular cluster, C5H14 overall at a distorted geometry. The level of theory is wB97M-V/def2-TZVPD.

Each line ends with the Mulliken charge.
CARTESIAN COORDINATES (ANGSTROEM)
C  -2.027  1.260  0.234  -0.984
C  -1.174  1.280  -0.898  -0.106
C  -0.708  -0.019  -1.607  -0.641
H  -1.438  0.782  1.229  0.156
H  -2.761  0.235  0.383  0.221
H  -2.588  2.063  0.512  0.390
H  -1.729  1.842  -1.662  0.293
H  -0.169  1.848  -0.772  0.214
H  0.007  -0.050  -2.432  0.345
H  -0.084  -0.464  -0.804  -0.090
H  -1.607  -0.706  -1.851  0.260
C  1.301  -1.081  1.482  -0.688
C  2.491  -1.212  0.632  -0.767
H  1.399  -0.874  2.513  0.448
H  0.544  -0.362  1.027  -0.131
H  0.753  -1.993  1.569  0.329
H  2.164  -1.765  -0.287  0.207
H  3.441  -1.752  0.893  0.333
H  2.766  -0.167  0.624  0.210

Output
SMILES string: CCC.CC
Relative energy (zero: lowest compared OMol25 entry of this formula, charge and spin): 2.538 eV
2S+1: 1
LUMO level: 1.1150 eV
Calculated total energy: -198.795890 hartree


This record from the Open Molecules 2025 dataset describes a 2-piece molecular cluster, C5H14 overall at a distorted geometry. The level of theory is wB97M-V/def2-TZVPD.

Each line ends with the Mulliken charge.
CARTESIAN COORDINATES (ANGSTROEM)
C  -0.226  -0.089  1.630  -1.105
C  1.040  0.751  1.320  0.110
C  2.357  0.014  1.306  -1.273
H  -0.770  -0.514  0.786  0.152
H  0.168  -0.917  2.255  0.393
H  -0.823  0.262  2.493  0.296
H  0.799  1.020  0.239  -0.023
H  1.132  1.745  1.747  0.407
H  2.205  -0.993  0.933  0.347
H  3.070  0.611  0.755  0.349
H  2.739  -0.245  2.307  0.311
C  -1.607  -0.958  -2.125  -0.820
C  -1.404  0.502  -1.748  -0.771
H  -1.088  -1.641  -1.460  0.277
H  -2.683  -1.180  -2.288  0.235
H  -1.177  -1.127  -3.117  0.302
H  -1.903  1.303  -2.288  0.370
H  -0.384  0.742  -2.060  0.223
H  -1.446  0.713  -0.685  0.217

Output
SMILES string: CCC.CC
Relative energy (zero: lowest compared OMol25 entry of this formula, charge and spin): 1.036 eV
2S+1: 1
LUMO level: 1.1372 eV
Calculated total energy: -198.851072 hartree


This record from the Open Molecules 2025 dataset describes a 2-piece molecular cluster, C5H14 overall at a distorted geometry. The level of theory is wB97M-V/def2-TZVPD.

Each line ends with the Mulliken charge.
CARTESIAN COORDINATES (ANGSTROEM)
C  1.415  -0.838  1.451  -1.084
C  0.530  -2.026  0.876  -0.083
C  0.875  -2.043  -0.547  -1.004
H  1.248  0.112  0.838  0.154
H  2.468  -0.923  1.593  0.400
H  1.124  -0.557  2.520  0.309
H  0.788  -3.052  1.335  0.211
H  -0.573  -1.818  1.182  0.258
H  1.815  -1.586  -0.791  0.323
H  1.051  -3.083  -0.959  0.321
H  0.027  -1.577  -1.078  0.188
C  -1.769  1.890  -1.316  -0.716
C  -0.925  2.581  -0.209  -0.375
H  -1.663  0.699  -1.153  0.111
H  -2.922  2.090  -1.536  0.271
H  -1.231  1.739  -2.269  0.277
H  -1.660  2.948  0.633  0.213
H  -0.468  3.479  -0.750  0.212
H  -0.130  1.965  0.180  0.014

Output
SMILES string: CCC.CC
Relative energy (zero: lowest compared OMol25 entry of this formula, charge and spin): 1.843 eV
2S+1: 1
LUMO level: 1.0845 eV
Calculated total energy: -198.821416 hartree


This record from the Open Molecules 2025 dataset describes a 2-piece molecular cluster, C5H14 overall at a distorted geometry. The level of theory is wB97M-V/def2-TZVPD.

Each line ends with the Mulliken charge.
CARTESIAN COORDINATES (ANGSTROEM)
C  -0.049  0.881  2.281  -1.058
C  -1.397  0.206  1.909  -0.186
C  -1.876  0.969  0.724  -1.154
H  0.326  0.581  3.261  0.344
H  0.703  0.710  1.511  0.254
H  -0.217  1.958  2.321  0.295
H  -1.958  0.194  2.851  0.280
H  -1.363  -0.878  1.760  0.266
H  -1.149  1.188  -0.066  0.276
H  -2.361  1.923  0.945  0.336
H  -2.624  0.507  0.054  0.348
C  1.613  -0.377  -2.742  -0.871
C  1.564  -1.698  -1.965  -0.739
H  1.770  0.500  -2.111  0.260
H  2.456  -0.424  -3.433  0.295
H  0.709  -0.124  -3.288  0.294
H  2.435  -1.856  -1.347  0.294
H  0.737  -1.632  -1.236  0.153
H  1.143  -2.472  -2.593  0.315

Output
SMILES string: CCC.CC
Relative energy (zero: lowest compared OMol25 entry of this formula, charge and spin): 0.697 eV
2S+1: 1
LUMO level: 1.0359 eV
Calculated total energy: -198.863537 hartree


This record from the Open Molecules 2025 dataset describes a 2-piece molecular cluster, C5H14 overall at a distorted geometry. The level of theory is wB97M-V/def2-TZVPD.

Each line ends with the Mulliken charge.
CARTESIAN COORDINATES (ANGSTROEM)
C  -0.511  -0.422  1.715  -1.066
C  0.352  0.692  2.270  -0.211
C  0.782  1.645  1.182  -1.029
H  -0.831  -1.251  2.341  0.378
H  -1.373  -0.047  1.151  0.350
H  0.018  -0.952  0.913  0.172
H  1.212  0.183  2.713  0.223
H  -0.144  1.143  3.133  0.314
H  1.351  2.481  1.604  0.310
H  -0.015  2.104  0.601  0.311
H  1.505  1.113  0.565  0.266
C  0.205  -0.308  -2.550  -0.803
C  -0.741  -1.344  -1.945  -0.750
H  -0.088  0.708  -2.278  0.240
H  1.247  -0.571  -2.387  0.258
H  0.072  -0.325  -3.640  0.328
H  -0.650  -2.266  -2.515  0.322
H  -1.780  -1.022  -1.984  0.248
H  -0.612  -1.561  -0.890  0.138

Output
SMILES string: CCC.CC
Relative energy (zero: lowest compared OMol25 entry of this formula, charge and spin): 0.333 eV
2S+1: 1
LUMO level: 1.1648 eV
Calculated total energy: -198.876916 hartree


This record from the Open Molecules 2025 dataset describes a 2-piece molecular cluster, C5H14 overall at a distorted geometry. The level of theory is wB97M-V/def2-TZVPD.

Each line ends with the Mulliken charge.
CARTESIAN COORDINATES (ANGSTROEM)
C  0.379  2.080  2.033  -1.195
C  -0.052  0.630  2.021  -0.127
C  0.995  -0.294  1.342  -0.959
H  0.772  2.385  1.067  0.322
H  -0.451  2.750  2.264  0.345
H  1.137  2.271  2.799  0.310
H  -0.173  0.221  3.027  0.248
H  -1.010  0.490  1.517  0.265
H  0.792  -0.469  0.280  0.086
H  1.974  0.196  1.343  0.374
H  1.064  -1.209  1.911  0.317
C  -0.927  -1.755  -2.075  -0.710
C  -0.449  -0.527  -2.851  -0.856
H  -0.909  -1.529  -1.013  0.165
H  -1.999  -1.903  -2.261  0.300
H  -0.344  -2.654  -2.268  0.255
H  0.636  -0.455  -2.796  0.272
H  -0.804  0.403  -2.415  0.262
H  -0.632  -0.629  -3.925  0.326

Output
SMILES string: CCC.CC
Relative energy (zero: lowest compared OMol25 entry of this formula, charge and spin): 0.266 eV
2S+1: 1
LUMO level: 1.0945 eV
Calculated total energy: -198.879373 hartree


This record from the Open Molecules 2025 dataset describes a 2-piece molecular cluster, C5H14 overall at a distorted geometry. The level of theory is wB97M-V/def2-TZVPD.

Each line ends with the Mulliken charge.
CARTESIAN COORDINATES (ANGSTROEM)
C  -0.042  2.057  1.101  -1.142
C  -0.944  1.027  1.791  -0.227
C  -0.257  -0.324  1.976  -0.458
H  0.618  1.648  0.343  0.289
H  -0.647  2.861  0.671  0.304
H  0.577  2.584  1.827  0.363
H  -1.327  1.416  2.736  0.313
H  -1.799  0.867  1.125  0.247
H  -0.938  -1.065  2.401  0.324
H  0.084  -0.686  1.005  -0.269
H  0.656  -0.204  2.564  0.310
C  0.960  -1.751  -1.823  -0.655
C  -0.001  -0.832  -2.561  -0.782
H  0.796  -2.817  -1.951  0.311
H  2.013  -1.540  -2.030  0.263
H  0.930  -1.549  -0.754  0.026
H  0.463  -0.447  -3.468  0.293
H  -0.891  -1.319  -2.950  0.289
H  -0.252  0.072  -2.003  0.202

Output
SMILES string: CCC.CC
Relative energy (zero: lowest compared OMol25 entry of this formula, charge and spin): 0.265 eV
2S+1: 1
LUMO level: 1.1477 eV
Calculated total energy: -198.879427 hartree


This record from the Open Molecules 2025 dataset describes a 2-piece molecular cluster, C5H14 overall at a distorted geometry. The level of theory is wB97M-V/def2-TZVPD.

Each line ends with the Mulliken charge.
CARTESIAN COORDINATES (ANGSTROEM)
C  1.501  -0.417  -1.640  -0.907
C  1.416  -1.726  -0.863  -0.314
C  1.208  -1.329  0.539  -1.093
H  2.375  0.160  -1.237  0.284
H  0.433  0.067  -1.506  0.116
H  1.606  -0.620  -2.702  0.366
H  0.711  -2.389  -1.167  0.350
H  2.347  -2.266  -1.101  0.285
H  0.736  -2.011  1.092  0.399
H  2.337  -1.301  0.936  0.273
H  0.738  -0.376  0.732  0.232
C  -2.337  1.119  1.414  -0.571
C  -1.699  2.160  0.505  -0.934
H  -3.467  1.011  1.369  0.316
H  -1.877  0.256  0.746  0.088
H  -1.942  1.180  2.429  0.225
H  -1.359  2.017  -0.525  0.304
H  -0.662  2.496  0.730  0.304
H  -2.515  2.928  0.474  0.276

Output
SMILES string: CCC.CC
Relative energy (zero: lowest compared OMol25 entry of this formula, charge and spin): 2.340 eV
2S+1: 1
LUMO level: 1.0709 eV
Calculated total energy: -198.803166 hartree